9 unconnected molecules or ions with the total composition C43H79ClNO40S10 at a distorted geometry, computed with the ωB97M-V functional and the def2-TZVPD basis.

Structure (XYZ):
```
174
Properties=species:S:1:pos:R:3:forces:R:3
C 0.8721 1.7554 5.4345 0.0 0.1 -0.8
C 0.6105 2.6195 4.1746 0.4 -0.4 0.3
C 0.4433 1.6863 2.9436 1.3 0.3 0.9
O -0.8970 1.8195 2.4898 -0.4 0.4 0.6
N -1.3710 1.1909 1.3403 0.5 -0.6 -0.2
S -2.9318 2.2173 1.2120 -2.6 4.6 -0.5
C -4.3490 1.6404 2.1493 -1.1 -1.4 0.6
O -2.6913 3.4917 1.8200 1.1 -0.5 1.4
O -3.2989 2.4699 -0.1490 0.5 -2.4 -0.7
C -0.5493 1.4977 0.1281 1.2 1.1 -1.5
C -0.1526 2.9724 -0.0641 -0.3 1.3 -0.4
C -0.0230 3.2485 -1.5944 -0.3 -0.6 0.2
C 0.7209 0.5951 -0.1128 0.4 -1.5 -0.4
O 1.8954 1.3121 -0.4311 -0.5 0.4 0.9
C 3.0391 1.2153 0.3817 1.8 0.1 -0.4
C 3.9760 0.0370 -0.0260 -0.9 0.0 1.0
O 3.6880 -0.3650 -1.3408 0.6 -0.2 -0.1
C 4.0577 -1.7231 -1.5905 0.6 -0.6 0.6
C 5.5138 -2.0614 -1.2067 0.0 1.0 0.0
C 0.9172 -0.5897 0.8521 -0.7 0.4 -0.2
C -0.4378 -1.2368 1.1950 2.0 -0.8 -0.3
O -0.1103 -2.1680 2.2362 -0.3 0.4 0.3
C -1.6604 -0.2993 1.5386 -0.4 -2.4 0.9
C -1.9977 -0.5383 3.0567 -0.9 1.3 0.2
C -3.0262 -1.6131 3.4358 0.1 -0.6 0.8
C -2.6838 -3.1036 3.3195 -0.5 -0.7 1.0
C -3.6918 -3.8795 4.2386 0.1 1.0 -1.2
S -4.0313 -5.5408 3.6257 1.0 -0.9 1.3
O -3.1415 -5.9026 2.5725 -0.4 0.7 -1.1
O -3.9743 -6.4149 4.7503 -0.7 0.0 0.6
Cl -5.9898 -5.4918 3.0149 0.5 0.2 -0.2
C -2.8009 -0.9132 0.6576 -0.4 0.0 -1.0
C -2.8339 -0.6913 -0.8599 -0.3 0.4 -0.2
C -1.7857 -1.0111 -1.7190 1.0 -0.6 1.0
C -1.8264 -0.8457 -3.0672 0.4 0.0 -1.3
C -2.9524 -0.3388 -3.6779 0.0 0.2 0.0
C -4.0197 -0.0453 -2.8663 -0.2 0.3 -1.0
C -3.9827 -0.2168 -1.4965 -1.1 0.1 0.9
C -5.2938 0.1411 -0.7974 0.2 -0.2 -0.6
H -0.0335 1.2010 5.7041 0.2 0.1 0.3
H 1.2737 2.3523 6.2560 -0.3 -0.1 0.0
H 1.6522 1.0347 5.1538 -0.1 0.0 0.3
H -0.2505 3.2854 4.2854 0.1 -0.1 -0.1
H 1.5189 3.2215 4.0213 -0.5 0.0 -0.2
H 0.6480 0.6765 3.3172 -0.2 0.0 -0.5
H 1.1941 2.0015 2.2146 -0.4 -0.3 -0.3
H -4.3515 0.6204 2.5363 0.3 0.1 -0.3
H -5.2140 1.7252 1.4840 0.4 -0.1 -0.3
H -4.5793 2.2874 2.9997 0.9 0.2 -0.2
H -1.1662 1.3332 -0.7634 -0.5 -0.5 0.7
H 0.7443 3.2832 0.4767 0.0 -0.4 -0.1
H -0.9139 3.7041 0.2228 -0.1 -0.6 0.5
H 0.2230 2.3235 -2.1300 0.4 0.4 -0.1
H 0.6900 4.0468 -1.8035 0.0 -0.2 0.0
H -1.0017 3.5515 -1.9885 0.2 0.0 0.1
H 0.5320 0.0810 -1.0661 -0.4 0.3 0.2
H 2.9185 1.1706 1.4693 -0.5 0.0 -0.2
H 3.6264 2.1256 0.2104 -0.5 0.0 -0.1
H 3.7875 -0.7917 0.6828 0.1 0.0 -0.3
H 5.0097 0.3674 0.1454 -0.1 -0.1 -0.3
H 3.4063 -2.3579 -0.9590 -0.1 0.0 -0.4
H 3.8976 -1.9492 -2.6456 -0.2 0.4 0.4
H 5.9556 -2.8505 -1.8189 -0.3 -0.1 0.2
H 5.5978 -2.2875 -0.1387 0.1 -0.2 -0.2
H 6.1199 -1.1575 -1.3678 0.0 -0.2 -0.1
H 1.4992 -1.3461 0.3153 0.0 0.1 0.2
H 1.4443 -0.3911 1.7865 -0.1 0.2 -0.2
H -0.6546 -1.9072 0.3633 -0.6 0.7 -0.1
H -0.3397 -3.0608 1.9591 -0.1 0.1 0.0
H -2.4764 0.3612 3.4786 0.2 0.0 -0.5
H -1.0977 -0.5653 3.6757 0.0 -0.6 -0.3
H -4.0287 -1.4667 3.0076 0.3 0.2 -0.2
H -3.2090 -1.4488 4.5175 0.2 0.1 -0.4
H -2.7797 -3.5580 2.3287 0.4 0.4 0.0
H -1.7058 -3.2952 3.7688 0.0 0.1 -0.5
H -4.6221 -3.3028 4.2372 -0.1 -0.4 0.3
H -3.2763 -3.9888 5.2407 -0.3 -0.2 -0.1
H -2.6857 -1.9972 0.7802 0.1 0.2 0.3
H -3.8202 -0.7500 1.0067 0.3 0.4 0.2
H -0.8582 -1.4354 -1.3419 -0.2 0.0 0.0
H -0.9774 -1.1211 -3.6861 -0.2 -0.1 0.5
H -2.9778 -0.1938 -4.7523 -0.1 0.0 0.2
H -4.9165 0.3418 -3.3467 0.0 -0.1 0.3
H -5.3025 1.2219 -0.6268 -0.1 -0.2 0.3
H -5.5128 -0.4530 0.0939 0.1 0.3 0.0
H -6.1128 -0.0550 -1.4973 0.1 0.0 0.2
C 2.3444 0.1110 -4.1635 0.7 0.0 0.0
C 2.3533 1.3504 -5.0293 -0.2 0.4 0.5
O 1.5636 0.9937 -6.1761 -0.1 -0.5 -0.1
S 0.4166 -0.0293 -5.7320 0.6 0.9 0.7
O -0.7896 0.6981 -5.5244 0.1 -0.4 -0.3
O 0.4631 -1.1586 -6.5863 0.4 0.0 0.2
O 1.0128 -0.4192 -4.3012 -0.1 0.4 -0.3
H 3.0487 -0.6344 -4.5274 0.0 0.0 0.0
H 2.5594 0.3316 -3.1199 -0.3 -0.1 0.1
H 3.3552 1.6432 -5.3302 -0.1 -0.1 -0.3
H 1.8648 2.1906 -4.5300 0.0 0.0 0.0
C -2.1217 -5.3587 -5.6988 0.3 0.3 -0.2
C -1.2480 -5.4201 -4.4668 0.0 -0.5 0.0
O -1.8015 -4.4336 -3.5826 -0.1 0.3 -0.2
S -3.3934 -4.3547 -3.8052 0.3 -0.3 -0.5
O -4.0307 -5.1411 -2.8120 -0.2 0.1 0.1
O -3.7428 -2.9970 -4.0231 -0.1 -0.2 0.2
O -3.4521 -5.1469 -5.1932 0.1 -0.1 0.5
H -1.8558 -4.5137 -6.3305 0.0 -0.1 0.0
H -2.0805 -6.2723 -6.2849 -0.2 0.0 0.0
H -0.2054 -5.1995 -4.6844 -0.2 0.3 0.1
H -1.3191 -6.3937 -3.9748 0.0 0.0 0.0
C 5.5733 5.8540 3.8384 -0.5 0.5 0.0
C 4.5068 5.8378 4.9112 0.4 -0.1 0.5
O 3.6258 4.7691 4.5242 0.0 -0.1 -0.5
S 4.4758 3.6213 3.7946 0.4 0.9 0.3
O 4.7692 2.6086 4.7422 -0.1 -0.4 -0.2
O 3.8527 3.3347 2.5487 -0.2 -0.3 0.1
O 5.8023 4.4685 3.5334 -0.2 -0.3 0.3
H 5.2227 6.3483 2.9355 0.0 0.0 0.0
H 6.4904 6.3241 4.1728 0.1 -0.2 0.0
H 3.9647 6.7771 4.9761 -0.2 -0.1 -0.1
H 4.9264 5.5935 5.8897 0.0 0.0 0.0
C -0.2893 -1.4805 -9.4706 -0.2 0.5 -0.3
C -1.4665 -1.5012 -8.5203 0.1 0.0 0.5
O -2.2497 -2.6269 -8.9445 0.1 -0.3 -0.6
S -1.2768 -3.7639 -9.5205 0.0 0.9 0.0
O -1.0339 -4.7143 -8.4926 0.1 -0.3 -0.1
O -1.7388 -4.1450 -10.8016 -0.1 -0.3 0.0
O 0.0360 -2.8601 -9.6786 -0.2 -0.3 0.3
H -0.5613 -1.0445 -10.4343 0.0 0.0 0.0
H 0.5650 -0.9479 -9.0606 0.1 -0.3 0.0
H -2.0552 -0.5888 -8.5623 -0.2 -0.1 -0.2
H -1.1446 -1.6774 -7.4937 -0.3 0.0 -0.4
C 3.1299 -5.6898 -2.5459 -0.3 0.1 0.4
C 2.1902 -6.2190 -3.6083 0.3 -0.5 -0.1
O 1.9818 -5.1056 -4.4889 0.2 0.3 0.4
S 3.3131 -4.2138 -4.5455 0.0 -0.5 0.1
O 4.0603 -4.5708 -5.6901 0.1 0.2 -0.1
O 2.9580 -2.8662 -4.2662 -0.1 -0.2 -0.4
O 4.0369 -4.8351 -3.2534 -0.2 -0.1 -0.3
H 2.5963 -5.0864 -1.8075 0.0 0.0 0.0
H 3.6744 -6.4826 -2.0394 0.2 0.1 -0.1
H 1.2448 -6.5620 -3.1962 -0.1 0.2 -0.1
H 2.6500 -7.0257 -4.1826 0.0 0.0 0.0
C -2.3430 -2.6073 9.6523 -0.5 0.1 0.3
C -3.0097 -3.4411 8.5794 0.3 -0.5 0.1
O -3.1158 -2.5537 7.4528 0.0 0.4 0.2
S -1.8672 -1.5433 7.4534 -0.1 -0.5 0.6
O -0.8852 -2.0466 6.5590 0.1 0.3 -0.2
O -2.3659 -0.2197 7.3586 0.0 0.1 -0.4
O -1.3748 -1.8127 8.9488 0.0 -0.2 -0.4
H -3.0533 -1.9327 10.1338 0.0 0.0 0.0
H -1.8550 -3.2173 10.4077 0.2 0.1 -0.1
H -3.9909 -3.8006 8.8764 -0.1 0.2 -0.2
H -2.3858 -4.2885 8.2874 0.0 0.0 0.0
C -6.2401 4.7440 1.0023 0.4 -0.3 -0.1
C -6.2381 5.9468 0.0848 0.0 0.4 0.3
O -7.3186 5.7046 -0.8223 0.0 -0.5 0.1
S -8.4848 4.8960 -0.0680 0.3 0.2 0.0
O -9.4702 5.8118 0.3690 -0.2 -0.1 0.1
O -8.8015 3.7498 -0.8362 -0.1 0.0 -0.1
O -7.6201 4.4394 1.2131 -0.1 0.3 -0.1
H -5.7690 3.8798 0.5251 0.1 0.1 -0.1
H -5.7483 4.9467 1.9514 -0.2 0.0 0.1
H -5.3021 6.0589 -0.4559 -0.1 -0.1 -0.2
H -6.4522 6.8663 0.6343 0.0 0.0 0.0
C 10.5094 5.2694 2.4486 0.4 -0.3 -0.2
C 10.5551 6.4779 1.5386 0.1 0.4 0.4
O 9.4181 6.3224 0.6789 -0.1 -0.4 0.1
S 8.2379 5.5935 1.4797 0.7 0.1 0.0
O 7.3379 6.5802 1.9691 0.1 -0.1 -0.3
O 7.7936 4.4873 0.7185 -0.3 0.1 -0.1
O 9.1141 5.0674 2.7157 -0.2 0.4 -0.1
H 10.8941 4.3783 1.9490 0.0 0.0 0.0
H 11.0538 5.4270 3.3760 -0.2 0.0 0.1
H 11.4702 6.5288 0.9554 -0.2 -0.1 -0.2
H 10.4314 7.4057 2.1017 0.0 0.0 0.0
```
Positions in Å, forces in eV/Å.

Properties
- molar mass (g/mol) = 1606.195
- gap between HOMO and LUMO (Eh) = 0.2945
- HOMO (eV) = -10.9
- net charge = +1

Atomic partial charges in e from the Löwdin method, atoms 1 to 6:
1. C -0.071
2. C -0.158
3. C -0.146
4. O -0.115
5. N -0.110
6. S 0.771